1.
Molecular formula: H20O10
Method: DFT, ωB97M-V with the def2-TZVPD basis set

Cartesian coordinates (Å):
1 O 0.01 -0.39 -0.17
2 H -0.23 0.54 -0.21
3 H 0.97 -0.40 -0.23
4 O -1.25 2.45 -0.24
5 H -1.00 3.38 -0.28
6 H -1.18 2.15 -1.16
7 O -1.45 1.11 2.26
8 H -1.31 1.07 3.22
9 H -2.38 0.88 2.15
10 O 2.94 -1.04 -2.33
11 H 3.54 -0.66 -2.98
12 H 2.76 -1.92 -2.67
13 O -4.27 1.29 -1.10
14 H -5.04 1.49 -1.64
15 H -4.00 0.40 -1.39
16 O -3.73 -0.87 1.18
17 H -2.84 -1.13 1.44
18 H -4.30 -1.28 1.84
19 O 3.74 0.22 0.13
20 H 3.92 0.64 0.98
21 H 4.18 -0.63 0.19
22 O -2.20 -2.52 -1.79
23 H -1.84 -3.26 -2.30
24 H -2.53 -2.94 -0.98
25 O 3.17 3.54 -0.25
26 H 3.59 3.87 0.56
27 H 3.20 2.58 -0.15
28 O 2.86 -2.86 2.16
29 H 2.15 -2.21 2.25
30 H 2.52 -3.48 1.50

Summary:
Total energy ... -20799.0737 eV
Relative energy (zero: lowest compared OMol25 entry of this formula, charge and spin) ... 341.5 kJ/mol
Orbital gap ... 10.59 eV
SMILES string ... O.O.O.O.O.O.O.O.O.O
HOMO energy ... -0.37644 Ha


2.
Molecular formula: C25H64Br3N5O9Zr
Method: DFT, ωB97M-V with the def2-TZVPD basis set

Cartesian coordinates (Å):
1 Zr -1.19 -2.61 0.89
2 C -2.17 -6.27 -0.93
3 C -2.10 -4.89 -1.54
4 C -3.30 -4.56 -2.43
5 O -1.83 -3.88 -0.59
6 H -2.42 -7.03 -1.66
7 H -2.97 -6.41 -0.19
8 H -1.22 -6.59 -0.49
9 H -1.26 -4.88 -2.25
10 H -4.11 -4.20 -1.78
11 H -3.61 -5.42 -3.01
12 H -3.04 -3.76 -3.12
13 O 0.80 0.33 -1.01
14 C 0.24 -0.65 -0.40
15 O -0.08 -0.69 0.87
16 O 0.00 -1.86 -0.87
17 H 0.71 0.18 -2.07
18 C 2.85 -2.92 -2.82
19 Br 4.42 -3.56 -1.90
20 Br 1.37 -4.17 -2.89
21 Br 3.30 -2.27 -4.58
22 H 2.45 -2.08 -2.27
23 C -1.66 -0.76 -4.17
24 C -0.29 -0.62 -4.80
25 C -0.33 -0.19 -6.25
26 O 0.83 -0.64 -6.88
27 C 0.93 -0.21 -8.22
28 N 0.41 0.40 -3.98
29 H -2.20 0.18 -4.05
30 H -1.65 -1.34 -3.24
31 H -2.29 -1.41 -4.80
32 H 0.26 -1.55 -4.65
33 H -0.46 0.90 -6.33
34 H -1.18 -0.67 -6.76
35 H -0.01 -0.44 -8.75
36 H 1.80 -0.67 -8.67
37 H 1.03 0.88 -8.29
38 H -0.05 1.30 -3.94
39 H 1.36 0.61 -4.28
40 C -2.20 1.83 -1.11
41 C -1.80 3.26 -0.75
42 C -0.38 3.36 -0.30
43 O -0.17 4.58 0.31
44 C 1.19 4.82 0.64
45 N -2.09 4.15 -1.89
46 H -2.27 1.23 -0.20
47 H -1.39 1.39 -1.70
48 H -3.11 1.73 -1.70
49 H -2.51 3.53 0.05
50 H 0.25 3.10 -1.17
51 H -0.17 2.56 0.44
52 H 1.83 4.78 -0.25
53 H 1.55 4.02 1.30
54 H 1.27 5.79 1.11
55 H -3.10 4.22 -1.94
56 H -1.80 5.11 -1.68
57 C 1.30 -1.30 3.84
58 C 0.00 -2.02 4.09
59 C -0.52 -1.57 5.46
60 O -1.89 -1.97 5.58
61 C -2.18 -2.71 6.75
62 N -1.11 -1.69 3.04
63 H 1.76 -1.57 2.89
64 H 2.03 -1.54 4.62
65 H 1.18 -0.22 3.83
66 H 0.03 -3.12 4.17
67 H -0.57 -0.46 5.43
68 H 0.09 -1.82 6.32
69 H -1.54 -3.58 6.93
70 H -3.19 -3.09 6.62
71 H -2.19 -2.10 7.65
72 H -1.86 -1.94 3.76
73 H -1.17 -0.61 3.03
74 C 4.41 -1.35 1.16
75 C 4.84 0.13 1.05
76 C 4.88 0.54 -0.42
77 O 5.81 -0.26 -1.11
78 C 5.93 0.11 -2.48
79 N 3.83 0.87 1.83
80 H 4.17 -1.68 2.17
81 H 5.27 -1.94 0.83
82 H 3.61 -1.67 0.48
83 H 5.83 0.19 1.48
84 H 5.14 1.61 -0.50
85 H 3.87 0.37 -0.83
86 H 4.98 0.49 -2.88
87 H 6.25 -0.80 -2.98
88 H 6.70 0.87 -2.69
89 H 2.90 0.66 1.50
90 H 3.89 1.88 1.60
91 C -2.99 1.69 4.59
92 C -2.43 2.11 3.26
93 C -2.09 3.57 3.22
94 O -3.27 4.32 3.41
95 C -3.06 5.71 3.26
96 N -1.28 1.23 2.95
97 H -2.24 1.91 5.35
98 H -3.22 0.63 4.66
99 H -3.92 2.20 4.84
100 H -3.12 1.92 2.44
101 H -1.50 3.88 2.34
102 H -1.43 3.83 4.08
103 H -2.73 5.93 2.24
104 H -2.28 6.10 3.92
105 H -4.01 6.21 3.44
106 H -0.84 1.54 2.07
107 H -0.53 1.52 3.61

Summary:
Total energy ... -264231.8649 eV
Relative energy (zero: lowest compared OMol25 entry of this formula, charge and spin) ... 1.1 kJ/mol
Orbital gap ... 4.11 eV
HOMO energy ... -0.49974 Ha
Net charge ... +2


3.
Molecular formula: C3H5OS
Method: DFT, ωB97M-V with the def2-TZVPD basis set

Cartesian coordinates (Å):
1 O 0.18 -0.91 -2.29
2 C -0.44 -0.44 -1.36
3 C 0.06 0.54 -0.39
4 C 0.47 -0.15 1.11
5 S -0.73 0.25 2.46
6 H -1.49 -0.73 -1.17
7 H -0.74 1.19 -0.02
8 H 1.02 1.07 -0.60
9 H 1.36 0.40 1.34
10 H 0.32 -1.22 0.90

Summary:
Total energy ... -16074.5968 eV
Relative energy (zero: lowest compared OMol25 entry of this formula, charge and spin) ... 109.7 kJ/mol
Orbital gap ... 6.72 eV
SMILES string ... O=CCC[S-]
HOMO energy ... -0.09746 Ha
Net charge ... -1